a | Formula: C5H11N
Source: the Open Molecules 2025 dataset
Level of theory: wB97M-V/def2-TZVPD

The geometry in XYZ format:
```
17
C5H11N wB97M-V/def2-TZVPD
C -1.336 -2.175 1.002
C -1.085 -1.676 -0.420
C 0.314 -0.892 -0.556
C 0.323 0.435 0.138
C 0.869 1.557 -0.358
N 1.151 2.875 0.094
H -0.497 -2.832 1.418
H -1.282 -1.246 1.631
H -2.279 -2.724 1.279
H -1.798 -0.776 -0.618
H -1.256 -2.503 -1.231
H 0.533 -0.621 -1.608
H 1.186 -1.649 -0.382
H -0.233 0.451 1.110
H 1.232 1.298 -1.373
H 1.444 3.709 -0.411
H 0.387 3.281 0.683
```

Output
LUMO (spin up / spin down): -3.7 / -7.9 eV
2S+1: 2
Total charge: +1
E_HOMO (spin up / spin down): -14.93 / -15.13 eV

b | Formula: C5H11N
Source: the Open Molecules 2025 dataset
Level of theory: wB97M-V/def2-TZVPD

The geometry in XYZ format:
```
17
C5H11N wB97M-V/def2-TZVPD
C -1.595 -1.634 -0.437
C -1.619 -0.226 -0.950
C -0.332 0.582 -0.629
C 0.154 0.059 0.732
N 1.128 0.832 1.366
C 2.403 0.830 0.776
H -2.466 -2.069 0.048
H -0.719 0.157 1.386
H -1.259 -2.423 -1.122
H -2.112 0.130 -1.848
H -2.151 0.049 -0.019
H -0.630 1.599 -0.390
H 0.428 0.575 -1.403
H 0.446 -1.022 0.755
H 3.039 1.599 1.214
H 2.922 -0.136 0.818
H 2.365 1.097 -0.295
```

Output
LUMO (spin up / spin down): -8.5 / -6.8 eV
2S+1: 2
Total charge: +1
E_HOMO (spin up / spin down): -13.62 / -15.31 eV

Stability summary - winner: a; margin: 86.0 kcal/mol.

a | Formula: C17H12N4O3S
Source: the Open Molecules 2025 dataset
Level of theory: wB97M-V/def2-TZVPD

The geometry in XYZ format:
```
37
C17H12N4O3S wB97M-V/def2-TZVPD
O 4.121 2.928 -1.304
C 3.183 2.291 -0.891
C 3.304 0.845 -0.553
C 2.251 -0.056 -0.706
C 2.427 -1.385 -0.374
C 3.658 -1.811 0.111
C 4.723 -0.929 0.250
C 4.542 0.395 -0.089
H 5.350 1.105 0.003
H 5.669 -1.295 0.619
N 3.834 -3.199 0.471
O 4.925 -3.542 0.869
O 2.876 -3.933 0.356
H 1.627 -2.100 -0.483
H 1.298 0.271 -1.094
C 1.839 2.934 -0.648
H 1.049 2.493 -1.261
H 1.911 4.007 -0.822
S 1.305 2.680 1.081
C -0.186 1.788 0.860
N -0.534 1.430 -0.366
N -1.634 0.782 -0.583
C -2.449 0.453 0.409
C -2.131 0.774 1.746
C -0.968 1.462 1.980
H -0.645 1.744 2.969
H -2.772 0.468 2.557
C -3.669 -0.263 0.036
C -3.718 -1.007 -1.144
C -4.885 -1.671 -1.471
C -5.964 -1.574 -0.604
N -5.938 -0.855 0.505
C -4.828 -0.214 0.813
H -4.878 0.383 1.715
H -6.895 -2.089 -0.803
H -4.956 -2.257 -2.375
H -2.844 -1.052 -1.776
```

Output
LUMO: -1.0 eV
Structure (SMILES): O=C(CSc1ccc(-c2cccnc2)nn1)c1ccc([N+](=O)[O-])cc1
E_HOMO: -8.97 eV

b | Formula: C17H12N4O3S
Source: the Open Molecules 2025 dataset
Level of theory: wB97M-V/def2-TZVPD

The geometry in XYZ format:
```
37
C17H12N4O3S wB97M-V/def2-TZVPD
O -0.288 1.744 0.226
C 0.123 1.044 -0.700
C -0.587 0.340 -1.731
C -2.008 0.197 -1.647
C -2.403 -0.598 -2.650
C -3.364 -1.302 -3.159
C -3.173 -2.254 -4.149
C -1.906 -2.288 -4.848
C -0.737 -1.758 -4.269
C -0.972 -1.024 -3.214
O 0.245 -0.325 -2.561
H 0.325 -1.951 -4.641
H -2.005 -3.029 -5.615
H -3.947 -2.589 -4.844
H -4.364 -0.913 -2.882
H -2.616 0.560 -0.852
C 1.557 0.745 -0.540
H 2.101 0.953 -1.519
H 2.216 1.486 -0.008
S 2.112 -1.031 -0.258
C 0.595 -1.201 0.701
N -0.139 -2.249 0.451
N -1.120 -2.116 1.275
N -0.800 -1.349 2.255
N 0.309 -0.441 1.711
C 0.858 0.281 2.531
C -0.075 1.199 3.351
C 0.788 2.267 3.905
C 2.109 2.194 4.253
C 2.828 1.237 3.506
C 2.331 0.395 2.659
H 2.822 -0.290 2.261
H 3.955 1.329 3.554
O 2.502 3.263 4.976
H 3.529 3.184 4.969
H 0.253 2.954 4.404
H -1.051 1.333 3.096
```

Output
LUMO: -0.9 eV
E_HOMO: -8.02 eV

Stability summary - winner: a; margin: 174.6 kcal/mol.

a | Formula: C14H18N2O3
Source: the Open Molecules 2025 dataset
Level of theory: wB97M-V/def2-TZVPD

The geometry in XYZ format:
```
37
C14H18N2O3 wB97M-V/def2-TZVPD
C -0.327 0.079 -0.015
C 0.999 0.856 0.086
C -1.329 0.800 -0.882
C -2.837 0.272 -0.778
C -3.783 0.793 -1.734
C -3.274 -0.723 0.107
C -4.984 0.263 -1.666
C -4.639 -1.212 0.165
C -5.468 -0.633 -0.719
C 3.238 0.756 0.514
C 4.018 0.920 -0.931
C 4.122 -0.069 1.399
C 3.356 -1.454 1.402
C 2.087 -1.346 0.577
H 0.057 -0.366 1.886
H -1.043 0.802 1.681
H -0.349 -0.954 -0.353
H -1.500 1.839 -0.548
H -1.198 0.796 -1.964
H -3.485 1.582 -2.396
H -2.525 -1.094 0.851
H -5.783 0.668 -2.277
H -5.079 -2.048 0.680
H -6.523 -0.951 -0.759
H 3.104 1.776 0.810
H 5.147 -0.300 1.055
H 4.160 0.303 2.401
H 3.070 -1.775 2.453
H 4.051 -2.173 0.912
H 2.245 -1.551 -0.468
H 1.123 -1.823 0.771
H 2.625 1.871 -1.095
N -0.752 -0.130 1.363
N 1.956 0.114 0.644
O 1.156 1.975 -0.169
O 5.166 0.648 -1.190
O 3.197 1.491 -1.812
```

Output
LUMO: 0.6 eV
Structure (SMILES): N[C@@H](Cc1ccccc1)C(=O)N1CCC[C@H]1C(=O)O
E_HOMO: -8.98 eV

b | Formula: C14H18N2O3
Source: the Open Molecules 2025 dataset
Level of theory: wB97M-V/def2-TZVPD

The geometry in XYZ format:
```
37
C14H18N2O3 wB97M-V/def2-TZVPD
C -0.087 -0.916 0.087
C -0.667 0.472 0.314
C -0.159 -0.945 -1.410
C 0.730 -2.039 -2.063
C 0.129 -3.060 -2.714
C 2.117 -2.044 -1.869
C 0.920 -4.123 -3.218
C 2.900 -3.115 -2.380
C 2.306 -4.154 -3.066
C -1.309 2.359 1.615
C -0.649 3.529 0.865
C -1.434 2.505 3.130
C -0.258 1.689 3.758
C 0.122 0.681 2.664
H -1.005 -1.903 1.669
H -1.908 -2.005 0.229
H 0.973 -0.982 0.431
H -1.229 -1.272 -1.739
H 0.171 -0.009 -1.810
H -0.964 -2.984 -2.795
H 2.647 -1.146 -1.493
H 0.373 -4.867 -3.738
H 3.911 -2.962 -2.312
H 2.931 -4.879 -3.517
H -2.253 2.241 1.084
H -1.694 3.459 3.633
H -2.254 1.873 3.437
H -0.576 1.128 4.685
H 0.579 2.416 4.000
H 1.184 0.593 2.481
H -0.205 -0.265 3.071
H -0.609 2.213 -0.529
N -0.925 -1.913 0.620
N -0.504 1.200 1.468
O -1.446 0.868 -0.473
O -0.583 4.647 1.376
O -0.224 3.150 -0.365
```

Output
LUMO: 0.5 eV
Structure (SMILES): N[C@@H](Cc1ccccc1)C(=O)N1CCC[C@H]1C(=O)O
E_HOMO: -9.16 eV

Stability summary - winner: b; margin: 20.4 kcal/mol.

a | Formula: C4H13N3
Source: the Open Molecules 2025 dataset
Level of theory: wB97M-V/def2-TZVPD

The geometry in XYZ format:
```
20
C4H13N3 wB97M-V/def2-TZVPD
C 0.116 1.697 0.905
N -0.807 2.679 1.319
C -0.288 0.224 0.367
C -1.420 0.306 -0.709
N 0.888 -0.407 -0.098
C 0.755 -1.913 -0.179
N 1.477 -2.414 -1.337
H 0.772 2.069 0.222
H 0.886 1.456 1.644
H -0.683 3.624 1.558
H -1.796 2.421 1.158
H -0.637 -0.242 1.382
H -2.517 0.514 -0.521
H -1.129 1.030 -1.513
H -1.555 -0.641 -1.271
H 1.350 0.043 -0.905
H -0.310 -2.238 -0.352
H 0.956 -2.457 0.853
H 2.522 -2.298 -1.215
H 1.419 -3.453 -1.309
```

Output
LUMO: 1.1 eV
Structure (SMILES): C[C@H](CN)NCN
E_HOMO: -8.35 eV

b | Formula: C4H13N3
Source: the Open Molecules 2025 dataset
Level of theory: wB97M-V/def2-TZVPD

The geometry in XYZ format:
```
20
C4H13N3 wB97M-V/def2-TZVPD
C -1.227 -0.622 -0.267
C 0.194 0.489 0.258
C -2.441 0.249 -0.006
C -1.030 -0.977 -1.724
N 0.954 -0.646 0.504
N 2.278 0.683 0.440
N 3.323 0.929 1.359
H 0.919 -0.847 1.505
H 2.652 0.651 -0.511
H -1.275 -1.521 0.346
H 2.930 1.214 2.252
H 3.891 0.099 1.538
H -0.193 1.052 1.106
H 0.287 1.062 -0.661
H -2.386 1.196 -0.550
H -1.873 -1.575 -2.092
H -2.561 0.468 1.058
H -3.353 -0.266 -0.336
H -0.116 -1.555 -1.869
H -0.975 -0.083 -2.351
```

Output
LUMO: 1.0 eV
E_HOMO: -7.79 eV

c | Formula: C4H13N3
Source: the Open Molecules 2025 dataset
Level of theory: wB97M-V/def2-TZVPD

The geometry in XYZ format:
```
20
C4H13N3 wB97M-V/def2-TZVPD
N -1.924 2.604 -0.929
C -1.820 1.145 -1.405
C -0.356 0.573 -0.940
N -0.410 -0.733 -0.238
C 0.834 -1.503 -0.166
C 1.450 -1.775 1.387
N 1.874 -0.560 2.091
H -1.034 2.862 -0.450
H -2.738 2.549 -0.317
H -1.866 1.157 -2.425
H -2.673 0.632 -1.027
H 0.275 0.429 -1.853
H 0.169 1.395 -0.397
H -0.811 -0.512 0.681
H 0.584 -2.500 -0.564
H 1.650 -0.934 -0.493
H 0.674 -2.509 1.935
H 2.484 -2.288 0.998
H 1.264 -0.041 2.690
H 2.373 0.010 1.420
```

Output
LUMO: 1.0 eV
Structure (SMILES): NCCNCCN
E_HOMO: -8.46 eV

d | Formula: C4H13N3
Source: the Open Molecules 2025 dataset
Level of theory: wB97M-V/def2-TZVPD

The geometry in XYZ format:
```
20
C4H13N3 wB97M-V/def2-TZVPD
C 0.774 0.151 0.325
N -0.124 1.197 -0.170
C 0.199 1.691 -1.506
N -1.040 2.068 -2.198
C 0.050 -0.752 1.322
C -0.643 -1.889 0.559
N 0.929 -1.189 2.397
H 1.544 0.663 0.919
H 1.353 -0.414 -0.420
H -1.094 0.907 -0.172
H 0.845 1.065 -2.113
H 0.713 2.642 -1.353
H -1.378 1.335 -2.812
H -0.892 2.925 -2.709
H -0.781 -0.161 1.704
H -1.455 -2.340 1.146
H -0.985 -1.624 -0.431
H -0.029 -2.798 0.411
H 1.627 -1.810 1.995
H 0.387 -1.666 3.107
```

Output
LUMO: 1.0 eV
Structure (SMILES): C[C@@H](N)CNCN
E_HOMO: -8.60 eV

Stability summary - winner: d; margin: 29.1 kcal/mol.

a | Formula: C3H3N3O4
Source: the Open Molecules 2025 dataset
Level of theory: wB97M-V/def2-TZVPD

The geometry in XYZ format:
```
13
C3H3N3O4 wB97M-V/def2-TZVPD
C 1.639 0.925 0.010
C -0.757 1.514 1.279
C 0.508 -0.282 0.182
N -0.697 0.389 0.669
N 1.586 1.787 1.045
N 2.104 3.032 1.172
O 2.302 0.888 -0.948
O -1.314 2.317 1.881
O 1.318 3.818 1.631
O 3.251 3.243 0.803
H 0.380 -0.758 -0.768
H 0.822 -1.168 0.780
H -1.470 -0.159 0.805
```

Output
LUMO: -0.9 eV
E_HOMO: -9.80 eV

b | Formula: C3H3N3O4
Source: the Open Molecules 2025 dataset
Level of theory: wB97M-V/def2-TZVPD

The geometry in XYZ format:
```
13
C3H3N3O4 wB97M-V/def2-TZVPD
C 1.730 -0.729 0.174
C 1.167 0.338 0.946
C -0.743 1.752 0.845
N 1.090 -2.780 -0.820
N 1.339 -1.784 -0.277
N -1.011 -1.380 -1.834
O -1.870 -0.637 -2.124
O 1.634 0.930 1.878
O -0.520 -2.419 -2.020
O -0.031 0.624 0.353
H -0.457 1.960 1.877
H -1.802 1.503 0.782
H -0.526 2.622 0.220
```

Output
LUMO (spin up / spin down): -1.7 / -1.2 eV
E_HOMO (spin up / spin down): -9.34 / -9.64 eV

Stability summary - winner: a; margin: 59.0 kcal/mol.